{
  "formula": "C32H29BrN3O2ReSeSi",
  "method": "the ωB97M-V functional and the def2-TZVPD basis",
  "elements": ["C", "H", "C", "H", "C", "H", "H", "C", "C", "Br", "H", "C", "H", "C", "H", "Si", "O", "H", "C", "H", "O", "N", "H", "H", "C", "H", "H", "H", "C", "C", "C", "C", "C", "N", "H", "C", "C", "C", "H", "C", "Se", "H", "H", "C", "C", "H", "C", "H", "C", "C", "C", "N", "H", "C", "H", "C", "H", "C", "H", "H", "C", "H", "Re", "C", "H", "C", "C", "H", "H", "C"],
  "xyz": [[1.15951, 5.67869, 0.41960], [1.86595, 5.83120, -2.18065], [4.90959, -0.31371, -1.31207], [-0.34107, -6.01297, 0.67542], [-0.23023, -5.34418, -0.16686], [0.12931, 2.11436, 1.52703], [3.14855, -0.24971, -2.54812], [1.63619, 3.77913, -2.72660], [-0.02642, -5.01463, -2.55699], [-3.24101, -0.57923, 5.86035], [-2.89649, -2.54722, 0.31110], [0.00235, -3.13050, -1.06377], [-5.04976, -0.57544, -2.99639], [0.10119, -1.72913, -0.90162], [5.58105, -0.34036, -2.15835], [-3.68384, -0.56362, -0.95755], [0.92148, 0.17838, -2.63301], [-3.33256, -0.54828, -3.40522], [4.46585, -0.34308, 1.02820], [-0.17922, -3.58000, 1.04611], [1.70486, 1.41276, -4.30218], [0.85625, -0.19823, 1.37804], [-4.20435, -2.95723, -0.78454], [-2.58441, -2.72355, -1.42942], [-4.86542, 0.15114, 0.28755], [1.90470, 3.87940, -3.76790], [0.02304, 3.97684, 3.10182], [-3.02306, -1.83367, 3.21090], [1.61152, 4.83059, -1.85449], [-0.14139, -3.98237, 0.04131], [2.08479, -0.28811, 1.73498], [3.12121, -0.26835, 0.72065], [-0.17908, -5.85576, -1.46050], [0.96810, 2.25694, -0.98383], [-0.75492, 0.96868, 5.51579], [5.38434, -0.35605, -0.01513], [0.04444, 0.47770, 3.59036], [0.89485, 3.30314, -0.10282], [1.42542, 6.67565, 0.09306], [-3.29425, -2.36000, -0.68777], [-1.73834, 0.82873, -0.67297], [-4.15375, 0.93330, -2.87463], [0.01842, -5.42617, -3.55569], [-0.13553, -0.26071, 2.42471], [-1.25040, -1.07455, 2.27703], [6.44517, -0.41130, 0.18650], [-4.08309, -0.14479, -2.72391], [-1.39618, -1.63812, 1.36440], [-1.98462, -0.44718, 4.47377], [1.32570, 1.34346, -3.17252], [0.38324, 4.14278, 2.09460], [2.65732, -0.20917, -0.54531], [-4.78317, 1.23846, 0.33131], [0.45663, 3.09505, 1.22221], [0.88339, 1.15530, 3.69643], [-2.16704, -1.18043, 3.30709], [-5.89638, -0.08646, 0.01783], [1.23146, 4.61675, -0.51496], [0.68509, 6.26058, 2.40802], [2.35100, -0.43925, 2.77605], [0.74881, 5.44761, 1.69854], [-4.68031, -0.24986, 1.28512], [0.43154, -0.02021, -0.75672], [1.30205, 2.51324, -2.23587], [4.78159, -0.39523, 2.06120], [-0.88334, 0.38649, 4.61415], [0.06715, -3.64901, -2.36780], [0.18360, -2.97806, -3.20959], [-0.25807, -6.92366, -1.61397], [3.54102, -0.24682, -1.54155]],
  "atomic_forces_ev_per_a": [[-0.020, -0.005, 0.030], [0.007, 0.001, -0.005], [0.047, -0.003, 0.035], [-0.001, -0.003, 0.000], [-0.001, 0.002, 0.008], [-0.005, -0.020, -0.006], [-0.009, 0.018, 0.003], [0.017, -0.004, 0.048], [-0.006, 0.017, 0.001], [0.009, 0.006, -0.014], [-0.028, -0.057, -0.059], [-0.022, 0.097, -0.232], [-0.007, -0.032, 0.028], [0.172, -0.362, 0.339], [0.003, 0.000, -0.003], [-0.125, 0.020, -0.076], [-0.054, -0.090, 0.135], [0.003, 0.033, -0.016], [-0.077, -0.004, -0.024], [0.006, 0.018, -0.026], [-0.027, 0.040, 0.039], [0.180, 0.000, -0.037], [-0.072, 0.086, -0.027], [-0.013, -0.043, 0.011], [0.148, 0.016, -0.022], [-0.010, -0.003, -0.008], [0.001, -0.001, 0.003], [-0.020, -0.009, -0.007], [-0.003, -0.007, -0.025], [0.013, -0.035, 0.026], [-0.115, -0.027, -0.074], [0.065, 0.068, -0.001], [-0.004, -0.008, 0.003], [-0.074, -0.015, 0.018], [-0.002, -0.007, 0.008], [-0.016, -0.005, -0.024], [-0.003, -0.007, -0.068], [0.027, 0.031, 0.025], [0.002, 0.004, 0.001], [0.077, 0.066, 0.028], [-0.279, -0.003, 0.149], [0.015, 0.002, -0.015], [-0.002, -0.001, -0.001], [-0.095, 0.045, 0.071], [0.057, -0.024, -0.071], [0.003, 0.003, -0.003], [0.017, -0.027, 0.090], [0.047, 0.066, 0.077], [0.024, 0.010, 0.006], [0.076, -0.020, -0.083], [-0.013, -0.027, 0.015], [0.043, -0.058, 0.152], [-0.022, -0.004, 0.010], [-0.013, 0.042, 0.013], [0.032, -0.028, -0.030], [0.003, 0.021, 0.013], [0.009, -0.062, -0.046], [0.008, -0.027, 0.016], [0.003, 0.007, 0.003], [-0.021, 0.047, 0.024], [0.016, 0.022, -0.030], [0.011, 0.036, 0.027], [0.076, 0.273, -0.364], [0.051, 0.041, -0.033], [0.005, 0.008, 0.002], [-0.066, -0.018, 0.023], [-0.021, -0.033, 0.000], [0.000, 0.012, 0.009], [0.009, -0.005, 0.000], [-0.033, -0.075, -0.060]],
  "lowdin_charge": [0.00, 0.14, 0.02, 0.12, -0.04, 0.05, 0.12, 0.04, -0.04, 0.84, 0.02, -0.30, 0.05, -0.16, 0.13, 0.32, -0.25, 0.04, 0.04, 0.11, 0.18, -0.04, 0.06, 0.03, -0.20, 0.14, 0.12, 0.11, 0.05, -0.03, -0.01, -0.23, -0.02, 0.01, 0.12, 0.01, -0.03, -0.20, 0.13, -0.18, 0.62, 0.04, 0.12, -0.29, -0.05, 0.13, -0.21, 0.06, -0.68, -0.53, -0.04, 0.00, 0.04, -0.04, 0.12, -0.10, 0.05, -0.13, 0.12, 0.16, -0.04, 0.03, 1.27, -0.19, 0.14, -0.09, -0.01, 0.13, 0.12, -0.05],
  "e_above_lowest_kj_mol": 0.0,
  "orbital_gap_ev": 6.6105,
  "e_tot_ha": -6894.381113,
  "charge": 2,
  "e_lumo_ha": -0.272
}